The following is a quantum chemistry calculation of one molecule with the formula C7H12N2 in a non-equilibrium geometry, from OMol25.

XYZ file:
```
21
C7H12N2 (ωB97M-V/def2-TZVPD)
N -1.268 0.004 1.103
N -0.849 -0.914 0.092
C 2.070 -0.193 0.891
C -0.854 -0.205 -1.234
C -0.192 1.235 -0.655
C 1.368 1.408 -0.862
C -1.841 -1.947 0.144
C -0.788 1.070 0.741
C 2.251 0.859 -0.059
H -2.077 -2.713 -0.837
H 1.025 -0.861 0.465
H -2.958 -1.447 0.304
H -0.878 1.914 -1.145
H 1.460 2.316 -1.380
H 3.334 1.336 0.161
H 1.912 0.270 2.088
H 2.976 -0.908 0.998
H -0.317 -0.700 -2.028
H -0.696 1.839 1.429
H -2.029 0.153 -1.419
H -1.649 -2.518 1.202
```

Its orbital gap is 9.7 eV. The calculation puts the energy above the lowest of the compared OMol25 structures with the same formula, charge and spin at 132.8 kcal/mol. As for the structure (SMILES): C/C=C\[C@@H]1C=NN(C)C1. The HOMO energy comes out at -8.81 eV. Its spin multiplicity is 1. The total energy is -383.21166 Ha.